No. 1
Computed, not measured: a molecular structure, C63H132F20N11O20S8 at a distorted geometry, with ωB97M-V with the def2-TZVPD basis set.

```
! RIJCOSX wB97M-V def2-TZVPD def2/J DEFGRID3
* xyz 3 1
C -1.172 4.619 -5.832
O 0.126 5.123 -5.717
C 1.149 4.201 -5.408
C 2.421 4.896 -4.942
N 3.010 5.879 -5.940
H 3.752 6.426 -5.507
H 3.337 5.452 -6.811
C 2.135 6.999 -6.472
C 2.857 7.879 -7.437
O 3.481 7.007 -8.387
C 4.079 7.651 -9.468
H -1.142 3.834 -6.548
H -1.701 5.505 -6.098
H -1.462 4.153 -4.948
H 1.369 3.502 -6.312
H 0.698 3.565 -4.623
H 3.163 4.107 -4.814
H 2.272 5.407 -3.965
H 1.841 7.571 -5.562
H 1.256 6.538 -6.894
H 3.666 8.484 -6.987
H 2.159 8.510 -7.978
H 5.069 7.314 -9.623
H 4.214 8.724 -9.336
H 3.514 7.605 -10.371
C -5.911 0.469 3.628
O -5.744 -0.877 3.262
C -6.948 -1.637 2.926
C -7.343 -1.362 1.473
N -6.390 -1.902 0.417
H -5.406 -1.707 0.755
H -6.391 -2.947 0.386
C -6.545 -1.406 -0.991
C -5.413 -0.525 -1.420
O -5.211 0.576 -0.630
C -6.226 1.532 -0.654
H -6.724 0.924 3.064
H -4.934 0.973 3.409
H -6.131 0.492 4.698
H -7.760 -1.322 3.590
H -6.708 -2.659 3.201
H -7.274 -0.294 1.355
H -8.341 -1.737 1.282
H -7.437 -0.837 -1.004
H -6.698 -2.281 -1.616
H -5.409 -0.402 -2.499
H -4.501 -1.167 -1.323
H -6.044 2.260 0.160
H -7.213 1.063 -0.553
H -6.213 2.060 -1.625
C 1.425 1.079 4.724
C 2.069 0.361 5.918
C 3.142 1.144 6.604
C 3.357 0.695 8.010
N 4.491 1.501 8.642
C 5.870 1.212 8.192
C 6.731 1.702 9.314
C 5.864 1.562 10.628
C 4.595 1.042 10.056
C 4.184 2.961 8.506
H 1.025 0.450 3.928
H 2.247 1.595 4.188
H 0.701 1.844 4.894
H 2.458 -0.608 5.537
H 1.289 0.142 6.599
H 2.881 2.213 6.476
H 3.998 0.998 5.957
H 3.600 -0.333 8.069
H 2.494 0.888 8.657
H 6.130 1.787 7.335
H 5.961 0.132 8.023
H 6.940 2.735 9.116
H 7.662 1.186 9.375
H 5.781 2.465 11.279
H 6.371 0.780 11.217
H 3.675 1.300 10.569
H 4.554 -0.066 10.073
H 4.867 3.513 9.104
H 3.204 3.184 8.831
H 4.295 3.341 7.445
C 0.657 -4.907 -3.209
C 0.431 -4.323 -4.638
C 1.720 -4.376 -5.439
C 1.573 -3.867 -6.915
N 2.772 -4.051 -7.768
C 3.105 -5.494 -8.051
C 4.550 -5.548 -8.452
C 5.197 -4.231 -7.828
C 4.018 -3.570 -7.061
C 2.530 -3.355 -9.095
H 1.409 -4.373 -2.616
H 1.010 -5.968 -3.182
H -0.270 -4.871 -2.594
H 0.067 -3.298 -4.547
H -0.384 -4.906 -5.107
H 2.050 -5.396 -5.484
H 2.532 -3.890 -4.958
H 1.344 -2.777 -6.856
H 0.781 -4.458 -7.398
H 2.439 -5.890 -8.856
H 3.036 -6.006 -7.095
H 4.671 -5.588 -9.510
H 4.990 -6.509 -8.010
H 5.436 -3.466 -8.572
H 6.038 -4.478 -7.245
H 3.898 -2.495 -7.105
H 4.008 -3.965 -6.031
H 2.426 -2.296 -8.983
H 1.663 -3.801 -9.553
H 3.339 -3.574 -9.762
C 1.070 7.958 -2.647
C 0.070 8.763 -1.804
C -1.203 8.039 -1.243
C -1.802 7.157 -2.312
N -3.188 6.782 -2.080
C -3.436 6.180 -0.702
C -4.371 5.071 -0.862
C -4.017 4.537 -2.273
C -3.670 5.722 -3.087
C -4.146 7.954 -2.159
H 2.018 8.501 -2.683
H 0.699 7.774 -3.682
H 1.282 6.946 -2.243
H -0.281 9.599 -2.412
H 0.666 9.132 -0.949
H -1.980 8.778 -1.081
H -0.907 7.486 -0.327
H -1.239 6.215 -2.420
H -1.717 7.596 -3.312
H -3.638 7.018 0.003
H -2.507 5.800 -0.324
H -5.381 5.436 -0.937
H -4.441 4.261 -0.094
H -4.814 3.984 -2.720
H -3.142 3.855 -2.274
H -4.576 6.141 -3.502
H -2.904 5.626 -3.856
H -3.799 8.689 -1.440
H -5.165 7.553 -2.027
H -4.054 8.312 -3.220
C 1.351 -3.815 4.543
C 0.221 -4.011 5.579
C -0.028 -5.529 5.735
C -1.195 -5.794 6.687
N -0.954 -6.498 8.038
C -2.330 -6.811 8.650
C -2.053 -7.157 10.084
C -0.909 -6.247 10.407
C -0.363 -5.634 9.070
C -0.188 -7.762 7.871
H 1.154 -4.319 3.567
H 2.271 -4.288 5.006
H 1.501 -2.744 4.497
H -0.713 -3.507 5.184
H 0.545 -3.442 6.457
H 0.877 -6.089 6.116
H -0.349 -5.884 4.774
H -2.018 -6.341 6.244
H -1.717 -4.863 6.975
H -2.723 -7.669 8.070
H -2.946 -5.915 8.410
H -1.857 -8.221 10.178
H -2.908 -6.971 10.636
H -0.129 -6.676 11.076
H -1.242 -5.418 10.996
H 0.695 -5.612 9.008
H -0.716 -4.629 8.809
H -0.589 -8.385 7.039
H -0.270 -8.325 8.770
H 0.883 -7.578 7.760
C 2.467 -0.554 -4.833
C 1.697 0.410 -3.920
C 0.477 0.036 -3.040
C 0.843 -0.898 -1.927
N -0.234 -1.407 -1.053
C -0.893 -0.215 -0.251
C 0.055 -0.097 0.927
C 0.442 -1.530 1.377
C 0.256 -2.321 0.083
C -1.278 -2.116 -1.829
H 3.184 0.159 -5.305
H 1.932 -1.003 -5.693
H 2.950 -1.350 -4.246
H 1.478 1.217 -4.623
H 2.400 0.840 -3.168
H -0.144 -0.556 -3.744
H 0.116 1.002 -2.871
H 1.710 -0.514 -1.337
H 1.253 -1.807 -2.441
H -1.920 -0.515 0.042
H -0.955 0.673 -0.875
H -0.279 0.579 1.708
H 0.948 0.461 0.597
H -0.242 -1.892 2.110
H 1.480 -1.522 1.806
H -0.627 -2.934 0.249
H 1.114 -2.899 -0.231
H -0.764 -2.904 -2.419
H -1.818 -1.312 -2.330
H -2.021 -2.613 -1.211
N -3.488 -0.119 -5.843
S -3.129 1.349 -5.413
O -4.181 2.184 -5.920
O -1.751 1.673 -5.553
F -3.206 1.323 -3.875
S -2.288 -1.078 -6.460
O -1.480 -1.741 -5.416
O -1.615 -0.525 -7.605
F -3.182 -2.196 -7.097
C 2.016 3.208 -0.174
F 3.097 3.878 -0.658
F 1.991 2.111 -0.865
F 2.156 2.953 1.110
S 0.517 4.253 -0.519
O 0.802 5.556 -0.063
O 0.269 4.018 -1.895
N -0.672 3.534 0.331
S -0.921 4.302 1.736
O 0.200 4.290 2.641
O -1.728 5.460 1.548
C -2.347 3.155 2.284
F -1.851 1.851 2.585
F -2.974 3.646 3.373
F -3.333 2.930 1.424
C -3.655 -5.708 -2.040
F -4.281 -5.879 -3.159
F -3.113 -6.914 -1.673
F -2.808 -4.738 -2.122
S -4.924 -5.262 -0.688
O -5.543 -3.977 -0.914
O -5.837 -6.357 -0.580
N -3.827 -5.229 0.413
S -3.982 -4.126 1.522
O -3.671 -2.791 1.042
O -5.183 -4.302 2.324
C -2.561 -4.452 2.674
F -2.748 -4.074 3.911
F -2.464 -5.789 2.729
F -1.462 -3.851 2.255
C 3.465 -4.578 0.470
F 3.430 -4.800 -0.827
F 2.187 -4.720 0.981
F 4.167 -5.530 1.013
S 4.218 -2.890 0.777
O 5.563 -3.221 0.459
O 3.518 -1.942 -0.098
N 3.969 -2.489 2.262
S 4.994 -1.748 3.191
O 4.451 -1.502 4.495
O 6.280 -2.341 3.112
C 5.099 -0.097 2.440
F 5.679 -0.241 1.258
F 3.868 0.422 2.112
F 5.841 0.645 3.208
*
```

The value obtained for the HOMO-LUMO gap is 0.3238 Eh.

No. 2
Computed, not measured: a single C2H7NS2 molecule, with ωB97M-V with the def2-TZVPD basis set.

```
! RIJCOSX wB97M-V def2-TZVPD def2/J DEFGRID3
* xyz 0 1
N 0.253 -0.474 1.728
C -0.843 -0.177 0.846
C -0.389 0.689 -0.343
S 0.145 -0.499 -1.618
S 1.298 0.558 -2.967
H 0.749 -1.338 1.600
H 0.086 -0.281 2.700
H -1.310 -1.078 0.429
H -1.662 0.341 1.341
H -1.090 1.436 -0.721
H 0.508 1.202 -0.043
H 2.256 -0.378 -2.952
*
```

The value obtained for the HOMO-LUMO gap is 0.3304 Eh.

No. 3
Computed, not measured: a molecular structure, C4H5NO2 at a distorted geometry, with ωB97M-V with the def2-TZVPD basis set.

```
! RIJCOSX wB97M-V def2-TZVPD def2/J DEFGRID3
* xyz 0 1
O -0.275 -1.844 0.072
C -1.010 -0.742 -0.048
C -0.174 0.161 0.819
C 0.965 -0.777 0.518
N 0.186 1.438 0.288
C -0.067 1.362 -0.973
O -0.643 0.314 -1.517
H -2.089 -0.825 -0.200
H -0.471 0.165 1.873
H 1.387 -0.646 -0.473
H 1.746 -0.927 1.288
H 0.218 2.213 -1.603
*
```

The value obtained for the HOMO-LUMO gap is 0.3818 Eh.

No. 4
Computed, not measured: a single C5H9N3O molecule at a distorted geometry, with ωB97M-V with the def2-TZVPD basis set.

```
! RIJCOSX wB97M-V def2-TZVPD def2/J DEFGRID3
* xyz 0 1
C -1.929 0.195 0.585
C 0.122 0.814 -0.387
C 0.138 -0.860 0.282
N 1.174 1.496 0.242
N 0.224 0.862 -1.790
N 0.444 -0.939 1.643
C -1.263 1.203 0.066
C 0.367 -1.868 -0.562
O -2.673 -0.484 1.195
H -0.514 0.354 -2.255
H 1.869 1.955 -0.331
H 1.160 1.427 1.249
H 1.136 0.596 -2.140
H -0.196 -0.449 2.252
H 0.663 -1.871 1.973
H -1.677 2.169 -0.175
H 0.725 -2.831 -0.220
H 0.229 -1.768 -1.626
*
```

The value obtained for the HOMO-LUMO gap is 0.3272 Eh.

No. 5
Computed, not measured: a molecular structure, C32H22BrClIN3O4S2Zr, with ωB97M-V with the def2-TZVPD basis set.

```
! RIJCOSX wB97M-V def2-TZVPD def2/J DEFGRID3
* xyz 0 1
Zr 0.096 -0.734 0.214
C -0.197 -5.809 2.315
S 0.094 -4.487 3.497
C 0.546 -3.124 2.474
S 0.662 -3.295 0.768
N 0.751 -2.054 3.179
N 1.137 -0.952 2.412
C 1.667 -0.043 3.141
C 2.289 1.168 2.610
C 2.836 2.102 3.485
C 3.510 3.190 2.949
C 3.631 3.291 1.576
C 3.050 2.308 0.783
N 2.380 1.282 1.284
H -0.581 -6.641 2.904
H 0.721 -6.116 1.819
H -0.936 -5.523 1.572
H 1.731 -0.222 4.212
H 2.740 1.971 4.554
H 3.944 3.937 3.600
H 4.162 4.112 1.114
H 3.114 2.351 -0.299
Cl -7.155 -0.581 2.528
C -5.475 -0.795 2.138
C -4.656 -1.509 3.022
C -3.324 -1.702 2.748
C -2.765 -1.172 1.567
O -1.511 -1.378 1.291
C -3.601 -0.453 0.685
C -3.069 0.100 -0.531
O -1.896 0.065 -0.891
C -4.963 -0.274 0.980
H -5.091 -1.912 3.927
H -2.680 -2.261 3.414
H -3.793 0.600 -1.193
H -5.599 0.274 0.297
I 3.121 -1.165 -0.803
C 2.428 -1.412 -2.747
C 3.322 -1.324 -3.775
C 2.903 -1.601 -5.091
C 1.621 -2.002 -5.318
C 0.688 -2.112 -4.256
C -0.618 -2.596 -4.510
C -1.497 -2.746 -3.479
C -1.123 -2.345 -2.181
C 0.107 -1.810 -1.861
C 1.061 -1.765 -2.929
H 4.354 -1.062 -3.585
H 3.609 -1.520 -5.906
H 1.291 -2.254 -6.319
H -0.887 -2.861 -5.525
H -2.487 -3.149 -3.653
H -1.876 -2.457 -1.403
Br 1.355 5.903 -3.292
C 0.654 5.191 -1.686
C 0.208 6.055 -0.696
C -0.305 5.535 0.483
C -0.370 4.164 0.673
C 0.083 3.314 -0.328
C 0.598 3.820 -1.516
C 0.060 1.848 -0.114
O -0.431 1.351 0.939
O 0.563 1.066 -0.975
H 0.263 7.124 -0.850
H -0.654 6.210 1.254
H -0.761 3.743 1.589
H 0.946 3.143 -2.284
*
```

The value obtained for the HOMO-LUMO gap is 0.2606 Eh.

No. 6
Computed, not measured: 2 unconnected molecules or ions with the total composition CH8N2S at a distorted geometry, with ωB97M-V with the def2-TZVPD basis set.

```
! RIJCOSX wB97M-V def2-TZVPD def2/J DEFGRID3
* xyz 0 1
S 0.933 5.284 -0.161
H 2.242 5.693 -0.146
H 1.327 4.310 0.698
N -1.764 -1.952 -0.343
C -0.601 -1.470 0.375
N 0.631 -1.929 -0.079
H -1.532 -2.897 -0.816
H -2.134 -1.304 -0.960
H -0.651 -0.339 0.272
H -0.693 -1.590 1.494
H 0.891 -1.527 -0.914
H 1.351 -2.277 0.580
*
```

The value obtained for the HOMO-LUMO gap is 0.3443 Eh.

No. 7
Computed, not measured: a single C5H9N molecule at a distorted geometry, with ωB97M-V with the def2-TZVPD basis set.

```
! RIJCOSX wB97M-V def2-TZVPD def2/J DEFGRID3
* xyz 0 1
C -2.211 -0.026 0.027
C -0.787 -0.059 0.053
C 0.051 -1.073 -0.122
C 1.555 -0.706 0.144
C 0.080 1.118 0.007
H -2.735 0.269 -0.842
H -2.825 0.347 0.837
H -2.625 -1.020 -0.060
H -0.354 -2.128 -0.424
H 2.207 -1.354 -0.443
H 1.786 -0.945 1.099
H 2.034 0.991 -0.844
H -0.113 1.741 0.900
H -0.079 1.907 -0.760
N 1.511 0.667 -0.016
*
```

The value obtained for the HOMO-LUMO gap is 0.3468 Eh.

No. 8
Computed, not measured: 2 unconnected molecules or ions with the total composition C2H4FNO2 at a distorted geometry, with ωB97M-V with the def2-TZVPD basis set.

```
! RIJCOSX wB97M-V def2-TZVPD def2/J DEFGRID3
* xyz 0 1
C -0.814 0.250 0.836
C 0.243 0.382 -0.183
N 0.492 -0.823 -0.956
O -0.390 -1.673 -0.923
O 1.398 -0.804 -1.750
F 1.875 0.742 0.613
H -1.635 -0.055 0.252
H -0.721 1.199 1.238
H -0.712 -0.573 1.568
H 0.265 1.355 -0.695
*
```

The value obtained for the HOMO-LUMO gap is 0.3799 Eh.

No. 9
Computed, not measured: a single C8H16N2O4S molecule at a distorted geometry, with ωB97M-V with the def2-TZVPD basis set.

```
! RIJCOSX wB97M-V def2-TZVPD def2/J DEFGRID3
* xyz 0 1
C -0.084 2.249 0.905
C -0.961 1.348 0.041
C 0.473 3.520 0.214
C -1.273 -0.838 -0.947
C -2.785 -1.019 -0.836
C -0.542 -2.202 -0.929
C 0.919 -2.006 -1.259
C 2.329 -3.182 0.905
H 1.727 1.162 0.906
H 1.437 1.910 2.280
H -0.687 2.637 1.662
H -0.258 3.972 -0.492
H 1.304 3.330 -0.421
H 0.236 4.958 1.488
H -0.260 -0.354 0.916
H -1.067 -0.339 -1.898
H -1.041 -2.927 -1.592
H -0.683 -2.730 0.040
H 1.446 -1.199 -0.730
H 1.118 -1.805 -2.321
H 3.269 -2.662 0.816
H 1.542 -2.721 1.527
H 2.547 -4.142 1.339
H -3.040 0.863 -1.194
N 0.924 1.375 1.571
N -0.766 0.012 0.064
O -1.748 1.853 -0.781
O 0.979 4.470 1.115
O -3.291 -2.011 -0.325
O -3.583 0.024 -1.180
S 1.820 -3.547 -0.884
*
```

The value obtained for the HOMO-LUMO gap is 0.3388 Eh.

No. 10
Computed, not measured: 2 unconnected molecules or ions with the total composition C7H13NO at a distorted geometry, with ωB97M-V with the def2-TZVPD basis set.

```
! RIJCOSX wB97M-V def2-TZVPD def2/J DEFGRID3
* xyz 0 1
C 1.408 -0.594 -0.226
C -2.395 -0.372 0.937
C 0.426 1.670 0.995
C 0.626 -1.795 0.283
C 1.034 -0.166 -1.640
C -2.367 0.291 -0.204
C 1.447 0.571 0.873
N -2.139 1.146 -1.023
O 2.560 0.806 1.317
H 2.461 -0.900 -0.273
H -2.519 1.351 -1.936
H -2.897 0.058 1.789
H -2.460 -1.446 0.885
H -0.082 1.499 1.944
H -0.165 1.791 0.092
H 0.913 2.634 1.126
H 0.899 -2.698 -0.264
H -0.427 -1.695 0.035
H 0.832 -1.999 1.333
H 1.868 0.362 -2.102
H 0.800 -1.020 -2.277
H 0.179 0.505 -1.664
*
```

The value obtained for the HOMO-LUMO gap is 0.3565 Eh.

No. 11
Computed, not measured: 2 unconnected molecules or ions with the total composition C2H6N2O3, with ωB97M-V with the def2-TZVPD basis set.

```
! RIJCOSX wB97M-V def2-TZVPD def2/J DEFGRID3
* xyz 0 1
C -0.359 -0.488 -0.638
N -0.458 -1.612 0.182
N 1.199 -0.185 -0.875
O -1.119 -0.230 -1.546
H -0.063 -1.503 1.105
H -1.385 -2.014 0.158
H 1.745 -1.043 -0.903
H 1.259 0.306 -1.763
C -0.213 1.132 0.841
O -1.090 2.011 1.362
O 0.985 1.313 1.112
H -1.952 1.799 0.973
H 1.450 0.515 -0.008
*
```

The value obtained for the HOMO-LUMO gap is 0.3178 Eh.